Computed, not measured: the ion C3H3N2O2 with charge -1, with ωB97M-V/def2-TZVPD.

Structure (ORCA input):
```
! RIJCOSX wB97M-V def2-TZVPD def2/J DEFGRID3
* xyz -1 1
C -1.14038 -0.56049 2.07766
C 1.16240 -0.67817 -0.98873
C -0.38755 0.92405 0.22655
N -0.88948 0.01295 0.97574
N 0.51454 0.47224 -0.82764
O 1.89419 -0.95084 -1.92966
O -0.69522 2.13012 0.18850
H -2.10250 -1.14526 1.97236
H 0.97765 -1.38904 -0.15936
H 0.66636 1.18443 -1.53541
*
```

The value obtained for the HOMO energy is -2.515 eV. For the molar mass, the calculation gives 99.1 g mol⁻¹. For the frontier orbital gap, the calculation gives 6.6 eV. The value obtained for the maximum force is 0.020 Eh/bohr. The value obtained for the energy is -376.10448 Eh. The energy relative to the best compared isomer or geometry (same formula, charge and spin) is 1.703 eV.

Computed, not measured: the ion C5H10N3 with charge +1, with ωB97M-V/def2-TZVPD.

Structure (ORCA input):
```
! RIJCOSX wB97M-V def2-TZVPD def2/J DEFGRID3
* xyz 1 3
C 2.03823 -0.15552 -1.52025
C -1.34817 -0.47764 0.30483
C -0.37011 0.39968 1.02746
C -1.82196 -1.77855 0.86019
C -0.39076 1.89548 0.86321
N 0.97441 -0.26734 -0.99508
N 0.12310 -0.43680 -0.04278
N 3.01678 0.02680 -2.31681
H -1.99882 0.00081 -0.41975
H -0.03481 0.05634 2.00276
H -1.93519 -2.51845 0.07157
H -2.79415 -1.63011 1.32608
H -1.12964 -2.15747 1.60598
H -0.98569 2.19427 0.00496
H 0.61876 2.27998 0.74232
H -0.81986 2.34832 1.75225
H 3.82544 -0.58160 -2.29767
H 3.03245 0.80181 -2.96926
*
```

The value obtained for the HOMO energy (spin up / spin down) is -9.833 / -14.452 eV. For the molar mass, the calculation gives 112.2 g mol⁻¹. The expectation value of S² is 2.007. For the frontier orbital gap (spin up / spin down), the calculation gives 7.2 / 7.5 eV. The value obtained for the maximum force is 0.153 Eh/bohr. The value obtained for the energy is -360.27314 Eh. The energy relative to the best compared isomer or geometry (same formula, charge and spin) is 4.157 eV.

Computed, not measured: a cluster of 2 separate species, C10H26N2O4P in total, with ωB97M-V/def2-TZVPD.

Structure (ORCA input):
```
! RIJCOSX wB97M-V def2-TZVPD def2/J DEFGRID3
* xyz 1 1
C 1.04342 4.06758 -1.12487
C 1.09786 2.53702 -0.99705
C 0.69159 2.02192 0.40412
P -0.27027 0.52177 0.36068
O -0.48574 0.02619 1.86557
C 0.67516 -0.78178 -0.43470
C 1.37296 -1.74887 0.53780
O 0.53977 -2.76266 1.05115
C -1.89963 0.79878 -0.35478
C -2.02452 0.63424 -1.88813
O -3.34637 0.59257 -2.32192
C -4.14972 1.73764 -2.02608
C -4.97518 1.57816 -0.74642
H 0.64708 4.36663 -2.09444
H 2.03662 4.50407 -1.03001
H 0.41093 4.51825 -0.35822
H 0.48140 2.08110 -1.77613
H 2.11665 2.19543 -1.18509
H 0.10574 2.75787 0.96461
H 1.56749 1.78962 1.01904
H -1.29418 0.33902 2.30073
H 1.44243 -0.28035 -1.03278
H 0.04714 -1.34159 -1.13199
H 1.84991 -1.20204 1.35936
H 2.16827 -2.24696 -0.02044
H -0.39650 -2.54404 1.01569
H -2.57862 0.09628 0.14004
H -2.19313 1.80881 -0.05070
H -1.47016 1.43664 -2.39423
H -1.58478 -0.31613 -2.19491
H -4.80241 1.85760 -2.88856
H -3.51228 2.63148 -1.98807
H -5.04916 0.51894 -0.49501
H -4.54912 2.11089 0.10596
H -5.98754 1.95357 -0.89263
C 3.94761 -4.62971 1.79348
O 3.72207 -4.84741 0.61565
N 5.12068 -4.97760 2.39764
N 3.02953 -3.99511 2.59054
H 5.30976 -4.82569 3.36966
H 5.80258 -5.45044 1.83428
H 2.15183 -3.78089 2.15255
H 3.19087 -3.75081 3.54863
*
```

The value obtained for the HOMO energy is -11.828 eV. For the molar mass, the calculation gives 269.3 g mol⁻¹. For the frontier orbital gap, the calculation gives 8.8 eV. The value obtained for the maximum force is 0.006 Eh/bohr. The value obtained for the energy is -1148.25330 Eh.

Computed, not measured: a structure of composition C6H10I2N, with ωB97M-V/def2-TZVPD.

Structure (ORCA input):
```
! RIJCOSX wB97M-V def2-TZVPD def2/J DEFGRID3
* xyz -1 1
C 2.57895 -0.88567 0.03707
C 1.56840 0.11534 0.60615
C 0.76705 0.83781 -0.48031
N -0.16478 -0.00009 -1.19949
C -1.02477 -0.69090 -0.54784
I -0.70229 -3.05563 -0.76165
C -2.13930 -0.32902 0.10639
C -2.57422 1.11625 0.05296
I -3.40807 -1.56631 1.20996
H 2.15936 -1.89027 -0.00241
H 3.50123 -0.92897 0.62273
H 2.84695 -0.61610 -0.98836
H 2.05905 0.86014 1.24128
H 0.85313 -0.42001 1.23942
H 1.46973 1.25970 -1.20902
H 0.25513 1.69650 -0.01006
H -3.62362 1.22397 0.32544
H -1.99959 1.77083 0.71826
H -2.42234 1.50242 -0.96053
*
```

The value obtained for the HOMO energy is -3.472 eV. For the molar mass, the calculation gives 350.0 g mol⁻¹. For the frontier orbital gap, the calculation gives 6.4 eV. The value obtained for the maximum force is 0.026 Eh/bohr. The value obtained for the energy is -884.76779 Eh.